Entry 1:
{"formula": "C25H42AsN6O2Si3Y", "method": "ωB97M-V/def2-TZVPD", "symbols": ["Y", "As", "Si", "Si", "Si", "O", "O", "N", "N", "N", "N", "N", "N", "C", "C", "C", "C", "C", "C", "C", "C", "C", "C", "C", "C", "C", "C", "C", "C", "C", "C", "C", "C", "C", "C", "C", "C", "C", "H", "H", "H", "H", "H", "H", "H", "H", "H", "H", "H", "H", "H", "H", "H", "H", "H", "H", "H", "H", "H", "H", "H", "H", "H", "H", "H", "H", "H", "H", "H", "H", "H", "H", "H", "H", "H", "H", "H", "H", "H", "H"], "positions_angstrom": [[0.8107, 0.3029, 0.4092], [-1.3264, -0.9025, -0.8607], [-1.1096, -0.9825, -3.2544], [-1.1227, -3.1441, -0.0599], [-3.4526, -0.0678, -0.1553], [1.7034, 1.3003, -1.3969], [2.5076, 2.0971, 0.3471], [1.0218, 0.2054, 3.0543], [-0.1862, 3.6346, 3.1375], [2.7996, -0.6728, 1.1882], [-0.1674, 2.1762, 1.4724], [2.5306, 2.1540, -0.8828], [4.6424, -0.1318, 2.2884], [-4.8047, -1.2518, -0.6028], [0.4710, -3.8189, -0.7337], [-0.0565, 2.3504, 2.7757], [-0.6142, 5.7387, 1.7796], [-0.7363, 5.2192, -0.5960], [3.9091, -1.0020, 0.3922], [6.3841, -1.4546, -0.7078], [-3.3258, 0.1458, 1.6902], [5.2143, -1.7689, -1.4231], [-3.6888, 1.5866, -0.9511], [6.3399, -0.9007, 0.5546], [3.3027, -0.1412, 2.2863], [-1.0106, -3.0272, 1.8001], [-0.5489, 3.8705, -0.3814], [-2.5479, -4.1968, -0.5808], [-2.1322, -2.3776, -3.9100], [-0.7722, 6.1385, 0.4691], [0.6925, -1.2496, -3.5974], [5.0720, -0.6757, 1.0767], [2.4454, 0.4796, 3.3416], [3.9633, -1.5561, -0.8853], [0.1359, 1.1957, 3.7061], [-1.6656, 0.6641, -3.8919], [-0.3891, 3.4543, 0.9393], [-0.4162, 4.3771, 1.9781], [-2.6156, -4.3037, -1.6627], [3.0699, -1.8174, -1.4401], [1.0414, -2.2245, -3.2523], [0.8207, -1.2245, -4.6844], [5.2270, 0.2179, 3.0311], [-0.8586, 5.5852, -1.6058], [-5.7586, -0.7185, -0.5603], [-3.1752, -2.3215, -3.5953], [-4.7057, -1.6624, -1.6082], [0.6585, -4.7934, -0.2738], [-3.8324, 1.5283, -2.0278], [0.7850, -0.7103, 3.4196], [7.2441, -0.6613, 1.0963], [1.3431, -3.1959, -0.5118], [-4.5983, 2.0185, -0.5214], [-2.7490, 0.7743, -3.8635], [-0.3022, -2.2672, 2.1481], [-2.8684, 2.2778, -0.7507], [0.4352, -3.9658, -1.8138], [-1.9740, -2.8091, 2.2631], [7.3455, -1.6516, -1.1612], [-3.0885, -0.7829, 2.2117], [2.5957, 1.5629, 3.3213], [0.5195, 1.5158, 4.6781], [1.3291, -0.4670, -3.1875], [-1.2151, 1.5007, -3.3554], [-0.1587, 3.9834, 4.0820], [-0.6614, -3.9861, 2.1920], [-4.2883, 0.5025, 2.0670], [-3.5016, -3.8210, -0.2151], [-2.5748, 0.9002, 1.9389], [-0.8342, 0.7245, 3.8811], [-2.1198, -2.3412, -5.0030], [-1.3573, 0.7389, -4.9386], [2.7316, 0.1305, 4.3383], [-4.8663, -2.0815, 0.1013], [-1.7288, -3.3474, -3.6144], [-0.9232, 7.1869, 0.2528], [-0.6430, 6.4459, 2.5964], [-2.4064, -5.1963, -0.1579], [-0.5180, 3.1788, -1.2151], [5.3047, -2.1911, -2.4141]], "charge": 2, "spin_multiplicity": 1, "e_above_lowest_kcal_mol": 16.6, "orbital_gap_ev": 8.9}



Entry 2:
{"formula": "C25H42CeClN7O4S2", "method": "ωB97M-V/def2-TZVPD", "symbols": ["Ce", "Cl", "S", "S", "O", "O", "O", "O", "N", "N", "N", "N", "N", "N", "N", "C", "C", "C", "C", "C", "C", "C", "C", "C", "C", "C", "C", "C", "C", "C", "C", "C", "C", "C", "C", "C", "C", "C", "C", "C", "H", "H", "H", "H", "H", "H", "H", "H", "H", "H", "H", "H", "H", "H", "H", "H", "H", "H", "H", "H", "H", "H", "H", "H", "H", "H", "H", "H", "H", "H", "H", "H", "H", "H", "H", "H", "H", "H", "H", "H", "H", "H"], "positions_angstrom": [[0.3039, 0.0653, -0.4484], [2.7906, 2.7602, -5.8285], [-0.7229, -0.1165, 2.1939], [-0.3124, -2.9345, -0.1734], [-0.5288, -0.0687, -2.5633], [0.4603, 2.0504, -1.3495], [-1.8329, -0.5485, -0.9100], [7.3144, -2.7701, -0.9130], [-1.7451, 2.1721, -0.6341], [3.9324, -1.4072, 1.9605], [-2.7926, 1.4006, 2.8400], [-3.2903, -0.6562, 1.8034], [1.2956, 2.1772, 1.0195], [2.3020, -1.0941, 0.4569], [4.2696, -1.9484, 0.7597], [3.3023, -1.7694, -0.1136], [8.3650, -2.2323, 1.6525], [-0.5009, -3.4828, -1.8845], [5.4722, 1.7622, -3.0462], [-4.7604, -0.7141, 1.7083], [4.7151, 1.1260, -2.0634], [5.5833, -2.5927, 0.5356], [7.0282, -0.1723, 1.8699], [7.6825, -1.1129, 0.8500], [-1.5867, 0.1972, -1.9172], [0.0603, 2.9762, 0.7914], [5.3992, 0.5463, -0.8485], [8.7615, -0.3349, 0.0847], [3.3483, 1.0258, -2.2928], [0.9663, -4.0592, 0.3724], [2.7404, 1.5185, -3.4413], [4.8951, 2.2642, -4.2014], [2.7529, -0.8993, 1.7414], [-2.2140, 1.5638, -1.9336], [-0.4927, 2.4441, -0.5033], [-4.0831, 2.1016, 2.9237], [-2.4592, 0.2575, 2.2611], [6.0750, -0.7850, -1.2174], [6.6709, -1.7338, -0.1580], [3.5267, 2.1363, -4.3949], [5.3966, -3.4435, -0.1154], [0.5677, -5.0714, 0.3284], [-4.8000, 1.5640, 3.5381], [-4.4862, 2.2886, 1.9320], [0.4341, -3.3933, -2.4355], [-3.2960, 1.4970, -1.9090], [-3.8850, 3.0567, 3.4009], [-5.0111, -1.1528, 0.7464], [6.1801, -0.6353, 2.3795], [-0.8281, -4.5211, -1.8896], [-2.8106, -1.4472, 1.3920], [6.5419, 1.8725, -2.9008], [2.0232, 2.5523, 0.4141], [6.7032, 0.7757, 1.4474], [8.3514, 0.4724, -0.5251], [-5.1587, -1.3425, 2.5013], [-1.9977, 1.9072, 3.1964], [9.4495, 0.1207, 0.7979], [9.2732, -1.8395, 2.1118], [6.1452, 1.2565, -0.4975], [-0.6512, 2.7891, 1.5891], [3.3483, -2.1151, -1.1342], [-1.8760, 2.1330, -2.7961], [-5.2103, 0.2645, 1.7634], [9.3733, -0.9718, -0.5612], [4.6813, 0.4364, -0.0314], [2.1861, -0.3948, 2.5087], [7.7656, 0.0642, 2.6390], [2.7326, 0.5369, -1.5359], [1.6060, 2.2862, 1.9799], [1.2180, -3.8228, 1.4053], [1.8565, -3.9927, -0.2499], [5.9025, -2.9646, 1.5046], [5.3773, -1.3851, -1.8119], [6.8811, -0.5593, -1.9186], [8.6433, -3.0852, 1.0358], [-1.2629, -2.8702, -2.3592], [7.7343, -2.5895, 2.4708], [8.1142, -2.4169, -1.3206], [5.4996, 2.7583, -4.9502], [0.2256, 4.0514, 0.7038], [1.6743, 1.4398, -3.6019]], "charge": 2, "spin_multiplicity": 1, "e_above_lowest_kcal_mol": 11.4, "orbital_gap_ev": [5.3, 5.3]}



Entry 3:
{"formula": "C25H42Cl2N2O11P2W", "method": "ωB97M-V/def2-TZVPD", "symbols": ["W", "Cl", "Cl", "P", "P", "O", "O", "O", "O", "O", "O", "O", "O", "O", "O", "O", "N", "N", "C", "C", "C", "C", "C", "C", "C", "C", "C", "C", "C", "C", "C", "C", "C", "C", "C", "C", "C", "C", "C", "C", "C", "C", "C", "H", "H", "H", "H", "H", "H", "H", "H", "H", "H", "H", "H", "H", "H", "H", "H", "H", "H", "H", "H", "H", "H", "H", "H", "H", "H", "H", "H", "H", "H", "H", "H", "H", "H", "H", "H", "H", "H", "H", "H", "H", "H"], "positions_angstrom": [[0.7634, 1.0859, 1.3340], [-1.3200, 2.7858, 0.5469], [3.6001, 4.7974, 0.9520], [-1.2965, -1.3583, 0.2642], [0.6017, -0.2550, -1.7064], [-1.4858, -2.6513, 1.0945], [2.2992, 0.0142, 0.8245], [4.4625, -0.5293, 0.9039], [-0.1460, 1.4505, 3.0096], [-0.9305, -0.1251, 1.0699], [0.8699, -1.3359, 2.5656], [-2.5716, -1.0237, -0.5431], [-0.4428, -0.1057, -2.8381], [0.5784, 0.9205, -0.7496], [2.0357, -0.4206, -2.2279], [-0.2403, 2.7745, 4.8208], [2.2950, 1.0258, 3.1613], [1.4272, 2.7047, 1.0996], [3.6052, 1.0479, 2.5009], [2.7183, -1.5267, -2.9759], [2.0101, -1.4460, 3.4026], [3.5530, 0.0939, 1.3362], [2.1814, -0.1288, 4.1010], [-2.2458, 1.3952, -3.3665], [1.9504, 5.0173, 0.4985], [-2.4070, -2.2842, 3.3538], [-4.8208, -1.7496, -1.0169], [0.0683, -1.7259, -0.8268], [1.9108, 2.2382, 3.8988], [-3.0336, -1.8187, -2.7926], [-2.7725, -4.4237, 2.0590], [-0.7580, 1.1999, -3.5078], [1.7806, -2.2397, -3.9206], [0.3998, 2.2196, 3.9977], [1.0677, 3.9521, 0.6327], [-0.2698, 4.1489, 0.2869], [-3.3706, -2.0131, -1.3349], [-2.6449, -2.9255, 2.0041], [0.1686, 6.3842, -0.3383], [3.3727, -2.4250, -1.9549], [1.5043, 6.2306, 0.0105], [-0.2727, 1.1136, -4.9325], [-0.7425, 5.3395, -0.2006], [-5.4445, -2.3362, -1.6940], [-1.8328, -4.8680, 2.3958], [3.8873, -1.8399, -1.1909], [-5.0912, -2.0167, 0.0041], [-0.5573, 2.0264, -5.4601], [2.3422, 2.2794, 4.8927], [-2.1315, -1.2292, 3.2692], [2.2213, 3.1137, 3.3412], [-1.6489, -2.8400, 3.9200], [-2.5016, 2.4108, -3.6790], [3.7888, 2.0468, 2.1122], [1.0196, -2.8116, -3.3780], [2.6405, -3.0834, -1.4761], [-0.1755, 7.3382, -0.7168], [-0.2029, -2.5248, -1.5226], [1.3176, 0.0481, 4.7347], [4.4161, 0.7630, 3.1615], [0.0829, -1.5780, 3.0653], [3.0657, -0.1411, 4.7366], [1.8923, -2.2420, 4.1343], [-3.0284, -4.8415, 1.0839], [-3.5581, -4.6957, 2.7675], [-5.0447, -0.6929, -1.1743], [0.8128, 1.0215, -4.9858], [4.1081, -3.0569, -2.4548], [-0.2244, 1.9813, -2.9695], [-3.4985, -2.6199, -3.3675], [-1.9565, -1.8397, -2.9762], [1.2848, -1.5536, -4.6072], [2.2021, 7.0522, -0.0873], [-2.5663, 1.2608, -2.3303], [-3.5230, -2.4852, 1.5383], [-0.7324, 0.2664, -5.4452], [-2.7922, 0.6947, -4.0030], [3.4740, -0.9903, -3.5368], [-1.7897, 5.4656, -0.4493], [2.8575, -1.7100, 2.7788], [-3.0700, -3.0078, -1.0021], [-3.4262, -0.8634, -3.1504], [0.8986, -2.0555, -0.1959], [2.3619, -2.9490, -4.5112], [-3.3299, -2.3248, 3.9321]], "charge": 2, "spin_multiplicity": 1, "e_above_lowest_kcal_mol": 10.3, "orbital_gap_ev": 7.9}



Entry 4:
{"formula": "C25H42Cl2O2P2Sn", "method": "ωB97M-V/def2-TZVPD", "symbols": ["Sn", "Cl", "Cl", "P", "P", "O", "O", "C", "C", "C", "C", "C", "C", "C", "C", "C", "C", "C", "C", "C", "C", "C", "C", "C", "C", "C", "C", "C", "C", "C", "C", "C", "H", "H", "H", "H", "H", "H", "H", "H", "H", "H", "H", "H", "H", "H", "H", "H", "H", "H", "H", "H", "H", "H", "H", "H", "H", "H", "H", "H", "H", "H", "H", "H", "H", "H", "H", "H", "H", "H", "H", "H", "H", "H"], "positions_angstrom": [[-0.1626, -0.0950, 1.1218], [-2.3221, 3.3208, 4.3200], [-1.8982, 4.5541, 1.6178], [1.4716, 1.0868, -0.4543], [-1.4876, 0.4025, -0.9765], [-1.3145, 1.5987, 1.9508], [0.7102, 2.2107, 2.7350], [-0.6334, -1.4496, 4.4078], [0.4737, -0.6307, -5.4889], [0.8961, -3.9088, 2.0368], [-1.7300, -0.1000, -4.2527], [0.7761, 2.3226, -4.5804], [-0.6820, 2.0580, -5.0462], [1.4869, -2.0507, 3.7299], [-0.7580, -2.5231, 3.4740], [-1.1659, 3.7160, 3.0235], [-0.5033, 2.4099, 2.5494], [2.4453, 2.5162, -0.0043], [-1.5218, 1.2212, -4.1337], [-1.3874, -1.3421, -1.4941], [1.3079, -0.0707, 5.3931], [1.2648, -0.1524, -4.3163], [-3.0507, 1.2604, -0.8118], [2.5299, -0.2330, -1.1049], [2.9508, -2.0382, 3.5287], [-0.0319, 1.4034, -1.5183], [-1.0045, -1.0110, -5.1946], [0.5554, -2.8963, 3.0642], [1.5278, 1.1397, -4.0404], [-1.7324, -0.7191, 5.0665], [-2.0250, -3.0954, 2.9731], [0.7503, -1.1567, 4.5623], [-3.3286, 1.7253, -1.7687], [1.3254, 2.7608, -5.4294], [0.7766, 0.8747, 5.2265], [-0.6563, -1.9092, -0.8977], [-2.9861, 2.0334, -0.0293], [1.7356, -0.9591, -3.7441], [-3.8331, 0.5412, -0.5232], [-2.5763, -0.5662, -3.7316], [-2.3692, -1.8111, -1.3294], [3.4755, -2.6791, 4.2520], [1.2347, -0.3165, 6.4614], [-1.6914, -0.8786, 6.1536], [-2.7073, -1.0739, 4.7184], [-0.3977, 4.3699, 3.4406], [0.9588, -1.5463, -5.8655], [3.3441, -1.0217, 3.6431], [-0.6693, 1.6393, -6.0611], [-1.9208, -3.4793, 1.9484], [-2.1097, 1.7990, -3.4105], [2.4059, 3.2541, -0.8201], [2.0736, -1.2249, -0.9776], [2.3662, 0.0924, 5.1635], [-1.0322, -2.0350, -4.7901], [-0.2628, 2.4850, -1.5605], [-2.3553, -3.9389, 3.5994], [-1.1676, 3.0467, -5.1108], [-1.6808, 0.3668, 4.8891], [3.2091, -2.3957, 2.5254], [0.0611, -4.0648, 1.3425], [-1.5353, -1.0656, -6.1630], [-2.8315, -2.3501, 2.9816], [1.7709, -3.5902, 1.4520], [0.1892, 1.0434, -2.5297], [-1.1082, -1.4377, -2.5511], [0.4990, 0.1074, -6.3040], [2.7576, -0.0762, -2.1633], [2.3947, 1.4139, -3.4253], [3.4835, 2.1810, 0.1578], [3.4627, -0.2214, -0.5180], [0.7577, 3.1062, -3.8049], [2.0587, 2.9405, 0.9371], [1.1434, -4.8870, 2.4792]], "charge": 2, "spin_multiplicity": 1, "e_above_lowest_kcal_mol": 0.0, "orbital_gap_ev": [5.5, 5.5]}



Entry 5:
{"formula": "C25H42Cl3N4O3SiSn", "method": "ωB97M-V/def2-TZVPD", "symbols": ["Sn", "Cl", "Cl", "Cl", "Si", "O", "O", "O", "N", "N", "N", "N", "C", "C", "C", "C", "C", "C", "C", "C", "C", "C", "C", "C", "C", "C", "C", "C", "C", "C", "C", "C", "C", "C", "C", "C", "C", "H", "H", "H", "H", "H", "H", "H", "H", "H", "H", "H", "H", "H", "H", "H", "H", "H", "H", "H", "H", "H", "H", "H", "H", "H", "H", "H", "H", "H", "H", "H", "H", "H", "H", "H", "H", "H", "H", "H", "H", "H", "H"], "positions_angstrom": [[-0.4355, -2.5578, 0.7323], [1.5559, -3.7821, 0.0791], [0.5597, -0.9342, -0.7033], [-1.9379, -3.9473, -0.7433], [-0.4150, -0.2072, -3.3273], [-0.3402, -4.1535, 2.4934], [-3.0368, 0.1174, -0.1445], [-0.1279, 1.3085, -2.7224], [-0.3968, 1.0515, 1.4390], [0.7708, -0.8297, 2.1739], [-3.0752, 2.3912, -0.6152], [-0.9059, -6.1557, 1.5624], [-0.0075, -2.0982, -3.3088], [2.0499, 3.8678, 1.1448], [0.4681, 0.4759, 2.3377], [0.9380, 2.9817, -5.1238], [1.0414, 2.1536, -2.6733], [-0.4712, -7.1244, 0.5716], [2.5139, -0.5872, 3.7970], [1.0256, 4.6733, -3.3753], [-2.3107, -5.9617, 1.8513], [0.9704, 3.3515, -3.6766], [-2.9955, 1.3015, 0.1989], [2.6957, 2.6831, 0.7718], [0.9634, 5.8141, -4.3493], [2.3189, 2.0274, -0.4052], [1.8842, -1.2766, 2.7700], [-2.2051, -0.5218, -2.9798], [1.0031, 1.2235, 3.4121], [-3.0076, 3.7241, -0.0360], [-3.3527, 2.3155, -2.0433], [-0.0160, -5.2780, 2.0267], [1.2961, 2.5767, -1.2135], [0.3744, -0.1056, -4.9791], [0.8949, 4.2871, 0.4795], [0.5127, 3.6122, -0.6965], [2.0242, 0.6686, 4.1648], [-0.0037, -6.6086, -0.2922], [1.8760, 1.5156, -3.0133], [-0.9566, -2.6349, -3.2653], [0.2872, -7.7934, 1.0204], [-0.0767, 2.7004, -5.4532], [1.0352, -5.5716, 1.9754], [-2.8764, 1.5886, 1.2667], [-2.4448, -0.0969, -2.0015], [-3.2200, 3.6522, 1.0350], [1.1256, 5.0092, -2.3455], [0.9339, 6.7454, -3.7687], [-2.7198, -0.0078, -3.7972], [-3.8350, 3.2556, -2.3306], [2.4334, 1.2021, 5.0199], [3.3332, -1.0647, 4.3131], [-0.2488, 0.6328, -5.4876], [1.8527, 5.8983, -4.9942], [-0.4344, 0.5970, 0.5166], [-2.4708, -1.5877, -2.9605], [0.6373, -2.5056, -2.5370], [-2.4119, 2.2464, -2.6100], [0.4563, -2.3410, -4.2675], [0.3320, 5.1682, 0.8209], [-0.4166, 2.0814, 1.4310], [-3.7261, 4.3755, -0.5415], [1.2153, 3.8802, -5.6936], [0.3385, -1.0482, -5.5337], [0.0650, 5.8102, -4.9879], [-3.9802, 1.4602, -2.3166], [-2.8507, -6.8605, 1.5574], [1.6564, 2.1814, -5.3527], [1.4213, 0.2149, -4.8685], [-2.0122, 4.1693, -0.1520], [2.2395, -2.2389, 2.4175], [3.5551, 2.3010, 1.3384], [2.8013, 1.0922, -0.7025], [-1.3267, -7.7296, 0.2385], [0.5905, 2.2222, 3.5762], [-2.6931, -5.1021, 1.2991], [-0.3549, 3.8946, -1.3127], [2.4455, 4.4503, 1.9798], [-2.4230, -5.7929, 2.9198]], "charge": -1, "spin_multiplicity": 1, "e_above_lowest_kcal_mol": 0.6, "orbital_gap_ev": 5.5}